Entry i
C28H51F2N3O2PdSSbSi3 | ωB97M-V/def2-TZVPD

Computed properties:
E_LUMO (alpha / beta), eV: -7.97 / -11.22
HOMO level (alpha / beta), Eh: -0.5588 / -0.5888
Charge: +3
2S+1: 5

Structure (XYZ):
```
92
C28H51F2N3O2PdSSbSi3 (ωB97M-V/def2-TZVPD)
Pd -0.47 -0.47 -0.66
F 4.23 -3.22 -0.57
C 2.96 -3.15 -0.17
C 2.16 -2.12 -0.65
C 0.84 -2.05 -0.22
C 0.31 -3.00 0.66
C 1.17 -3.99 1.13
F 0.74 -4.88 2.03
C 2.49 -4.09 0.73
C -1.13 -2.92 1.01
C -1.89 -3.98 1.49
C -3.24 -3.79 1.75
C -3.81 -2.54 1.54
C -2.99 -1.53 1.06
N -1.69 -1.71 0.81
H 2.60 -1.38 -1.30
H 3.13 -4.88 1.10
H -1.45 -4.95 1.64
H -3.85 -4.61 2.11
H -4.85 -2.35 1.73
H -3.37 -0.53 0.87
C -2.39 2.16 -2.03
O -2.48 0.86 -1.43
C -3.38 -0.01 -2.12
C -2.61 -0.88 -3.08
O -1.68 -1.64 -2.30
C -1.10 -2.72 -3.03
H -3.34 2.69 -1.91
H -2.15 2.09 -3.09
H -1.59 2.70 -1.53
H -4.14 0.57 -2.65
H -3.87 -0.63 -1.37
H -2.07 -0.29 -3.82
H -3.30 -1.57 -3.59
H -1.88 -3.43 -3.32
H -0.39 -3.21 -2.37
H -0.59 -2.35 -3.92
C -0.36 -1.11 4.13
Si 1.15 -0.12 3.75
C 2.52 -0.92 2.84
C 1.57 1.21 4.94
Sb -0.24 1.38 1.42
Si 2.03 2.87 0.86
C 3.26 1.65 0.19
C 2.52 3.72 2.43
C 1.17 3.97 -0.37
Si -2.21 2.70 2.67
C -1.42 3.40 4.21
C -2.67 3.97 1.39
C -3.52 1.43 3.04
H -0.03 -1.94 4.77
H -0.84 -1.55 3.26
H -1.09 -0.53 4.70
H 2.64 -1.94 3.24
H 3.46 -0.38 2.98
H 2.32 -1.03 1.77
H 2.01 0.68 5.80
H 0.71 1.76 5.31
H 2.33 1.90 4.57
H 4.03 1.43 0.93
H 3.75 2.08 -0.68
H 2.79 0.72 -0.13
H 3.32 3.19 2.95
H 1.70 3.90 3.12
H 2.91 4.71 2.14
H 0.72 3.42 -1.19
H 1.95 4.62 -0.79
H 0.43 4.61 0.11
H -0.41 3.77 4.06
H -1.43 2.68 5.02
H -2.03 4.26 4.53
H -1.86 4.66 1.17
H -3.50 4.57 1.78
H -3.01 3.50 0.47
H -3.11 0.45 3.26
H -4.23 1.33 2.21
H -4.08 1.76 3.92
S 0.71 0.83 -2.45
C 1.38 0.00 -3.82
N 1.75 -1.27 -3.80
C 2.35 -1.97 -4.94
C 3.09 -0.96 -5.80
C 2.15 0.17 -6.17
N 1.54 0.70 -4.94
H 1.56 -1.79 -2.95
H 1.57 -2.47 -5.51
H 3.03 -2.73 -4.55
H 3.46 -1.44 -6.70
H 3.95 -0.57 -5.25
H 1.36 -0.17 -6.84
H 2.67 0.99 -6.65
H 1.23 1.66 -4.91
```

Löwdin population analysis, charges in e, atoms 1 to 4:
1 Pd 0.649
2 F 0.116
3 C -0.264
4 C -0.084

Entry ii
C28H51F2N3O2PdSSbSi3 | ωB97M-V/def2-TZVPD

Computed properties:
E_LUMO (alpha / beta), eV: -7.83 / -12.48
HOMO level (alpha / beta), Eh: -0.5458 / -0.5703
Charge: +3
2S+1: 5

Structure (XYZ):
```
92
C28H51F2N3O2PdSSbSi3 (ωB97M-V/def2-TZVPD)
Pd -0.91 0.13 1.25
F -0.51 3.97 5.06
C -0.98 3.64 3.86
C -0.65 2.39 3.34
C -1.13 2.03 2.10
C -1.97 2.90 1.37
C -2.26 4.14 1.95
F -3.04 5.01 1.31
C -1.79 4.53 3.18
C -2.48 2.44 0.06
C -3.25 3.21 -0.82
C -3.65 2.67 -2.03
C -3.28 1.37 -2.36
C -2.52 0.67 -1.45
N -2.14 1.18 -0.28
H -0.02 1.75 3.94
H -2.05 5.49 3.60
H -3.53 4.21 -0.57
H -4.25 3.26 -2.71
H -3.57 0.92 -3.30
H -2.19 -0.34 -1.65
C 1.09 -0.62 3.99
O 0.19 -1.12 2.99
C -0.83 -1.96 3.52
C -2.09 -1.17 3.78
O -2.61 -0.72 2.51
C -3.77 0.12 2.69
H 0.55 -0.18 4.83
H 1.70 0.15 3.52
H 1.72 -1.43 4.36
H -0.49 -2.43 4.45
H -1.01 -2.74 2.79
H -1.89 -0.30 4.41
H -2.84 -1.79 4.27
H -4.55 -0.45 3.19
H -4.11 0.42 1.69
H -3.51 1.01 3.27
C 2.31 -2.64 -3.35
Si 1.93 -0.83 -3.33
C 0.15 -0.47 -3.75
C 3.13 0.29 -4.18
Sb 1.75 0.05 -0.76
Si 2.31 2.75 -0.41
C 0.85 3.49 -1.27
C 3.92 2.85 -1.33
C 2.43 3.03 1.40
Si 4.23 -1.36 -0.28
C 5.45 -1.09 -1.63
C 4.52 -0.37 1.25
C 3.56 -3.06 0.00
H 2.15 -2.99 -4.38
H 1.63 -3.19 -2.70
H 3.33 -2.89 -3.09
H 0.04 -0.64 -4.83
H -0.14 0.57 -3.56
H -0.53 -1.13 -3.22
H 3.18 -0.03 -5.22
H 4.14 0.25 -3.78
H 2.78 1.33 -4.18
H 0.75 3.15 -2.30
H 0.99 4.57 -1.30
H -0.07 3.28 -0.73
H 3.84 2.55 -2.38
H 4.71 2.27 -0.85
H 4.24 3.90 -1.32
H 1.48 2.83 1.90
H 2.67 4.09 1.55
H 3.22 2.46 1.88
H 5.63 -0.04 -1.84
H 5.21 -1.61 -2.56
H 6.39 -1.52 -1.26
H 3.70 -0.44 1.96
H 4.77 0.67 1.07
H 5.40 -0.83 1.72
H 4.26 -3.80 -0.40
H 2.59 -3.23 -0.46
H 3.45 -3.23 1.07
S -0.37 -2.12 0.00
C -1.89 -2.71 -0.63
N -3.00 -2.46 0.04
C -4.31 -3.01 -0.34
C -4.11 -4.31 -1.10
C -3.15 -4.09 -2.24
N -1.93 -3.43 -1.74
H -2.91 -1.92 0.90
H -4.84 -2.27 -0.96
H -4.89 -3.16 0.57
H -5.07 -4.66 -1.48
H -3.73 -5.07 -0.42
H -3.59 -3.46 -3.02
H -2.85 -5.03 -2.70
H -1.04 -3.66 -2.15
```

Löwdin population analysis, charges in e, atoms 1 to 4:
1 Pd 0.801
2 F 0.116
3 C -0.260
4 C -0.063

Relative energy table, unit hartree: entry i 0.0109; entry ii 0.0000

Entry i
C11H10O2 | ωB97M-V/def2-TZVPD

Computed properties:
E_LUMO, eV: 0.30
HOMO level, Eh: -0.2809
Charge: 0

Structure (XYZ):
```
23
C11H10O2 (ωB97M-V/def2-TZVPD)
O 2.87 -1.24 -0.16
C 1.82 -0.54 0.07
C 2.24 0.79 0.11
C 1.50 1.93 -0.02
C 0.16 1.61 0.16
O -0.85 2.44 -0.15
C -2.01 1.66 -0.25
C -1.63 0.30 0.14
C -0.22 0.21 0.22
C 0.48 -0.92 0.26
C -0.27 -2.14 0.15
C -1.53 -2.02 -0.47
C -2.43 -1.03 0.26
H 2.59 -2.33 -0.61
H 3.24 0.73 -0.21
H 1.76 3.00 -0.18
H -2.92 2.27 -0.36
H 0.24 -3.12 -0.25
H -0.46 -2.11 1.42
H -1.91 -3.01 -0.70
H -1.32 -1.77 -1.60
H -3.44 -1.06 -0.19
H -2.61 -1.28 1.42
```

Löwdin population analysis, charges in e, atoms 1 to 4:
1 O 0.008
2 C -0.357
3 C -0.032
4 C 0.033

Entry ii
C11H10O2 | ωB97M-V/def2-TZVPD

Computed properties:
E_LUMO (alpha / beta), eV: -0.29 / -0.13
HOMO level (alpha / beta), Eh: -0.2946 / -0.2797
Charge: 0

Structure (XYZ):
```
23
C11H10O2 (ωB97M-V/def2-TZVPD)
C 2.64 1.77 0.05
C 3.21 0.65 -0.54
C 1.44 1.67 0.73
C 2.58 -0.57 -0.43
C 0.78 0.44 0.83
C 1.37 -0.69 0.25
C -0.49 0.37 1.58
C -1.71 0.42 1.00
C 0.75 -2.02 0.41
C -1.96 0.70 -0.35
C -2.98 -0.13 -1.03
O -0.12 -2.29 1.21
O 1.23 -2.94 -0.43
H 3.14 2.73 -0.01
H 4.15 0.73 -1.05
H 1.00 2.53 1.19
H 3.03 -1.45 -0.86
H -0.39 0.19 2.64
H -2.56 0.29 1.66
H -2.63 -1.17 -1.04
H -3.16 0.19 -2.05
H -3.92 -0.14 -0.47
H 0.80 -3.80 -0.27
```

Löwdin population analysis, charges in e, atoms 1 to 4:
1 C -0.064
2 C -0.071
3 C -0.019
4 C -0.013

Relative energy table, unit hartree: entry i 0.0498; entry ii 0.0000

Entry i
C3H6IN3 | ωB97M-V/def2-TZVPD

Computed properties:
E_LUMO (alpha / beta), eV: -10.92 / -10.71
HOMO level (alpha / beta), Eh: -0.5750 / -0.5881
Charge: +2

Structure (XYZ):
```
13
C3H6IN3 (ωB97M-V/def2-TZVPD)
C 1.40 0.28 0.36
C -0.88 0.52 0.93
C -0.10 -0.72 -1.04
N 1.18 -0.36 -0.81
N 0.44 0.67 1.18
N -1.12 -0.30 -0.27
I -1.02 1.36 -4.68
H 2.41 0.35 0.72
H -1.64 0.93 1.71
H -0.43 -1.44 -1.75
H 1.88 -0.79 -1.44
H 0.87 1.03 1.98
H -2.05 -0.50 -0.57
```

Löwdin population analysis, charges in e, atoms 1 to 4:
1 C 0.048
2 C 0.095
3 C 0.055
4 N 0.198

Entry ii
C3H6IN3 | ωB97M-V/def2-TZVPD

Computed properties:
E_LUMO (alpha / beta), eV: -10.06 / -10.13
HOMO level (alpha / beta), Eh: -0.6194 / -0.6196
Charge: +2

Structure (XYZ):
```
13
C3H6IN3 (ωB97M-V/def2-TZVPD)
C 0.93 -1.23 0.50
C 1.03 1.18 0.31
C -0.70 -0.08 -0.60
N -0.24 -1.15 0.06
N 1.64 0.00 0.40
N -0.20 1.24 -0.10
I -3.07 -0.10 -0.35
H 1.25 -2.17 0.95
H 1.63 2.03 0.53
H -3.47 0.12 -1.61
H -0.58 -2.07 -0.17
H 2.58 0.16 0.42
H -0.80 2.06 -0.33
```

Löwdin population analysis, charges in e, atoms 1 to 4:
1 C 0.067
2 C -0.005
3 C -0.331
4 N 0.006

Relative energy table, unit hartree: entry i 0.0000; entry ii 0.0963

Entry i
BH28NO10 | ωB97M-V/def2-TZVPD

Computed properties:
E_LUMO, eV: -1.05
HOMO level, Eh: -0.2727
Charge: 0

Structure (XYZ):
```
40
BH28NO10 (ωB97M-V/def2-TZVPD)
N -0.08 -0.24 -0.04
H -0.36 0.00 -0.92
H -0.47 0.34 0.58
H 0.95 0.03 0.02
H 0.00 -1.14 0.62
B 2.21 3.44 1.11
H 1.39 4.25 1.76
H 3.49 3.53 1.48
H 1.93 2.21 1.08
H 2.23 3.92 -0.13
O -0.89 0.95 -4.05
H -1.15 0.75 -5.02
H -0.80 0.01 -3.75
O 2.23 -1.19 2.43
H 3.18 -0.85 2.73
H 1.98 -1.95 2.94
O -1.99 -2.09 2.50
H -2.38 -1.87 3.29
H -2.14 -2.95 2.32
O -3.05 2.05 1.01
H -3.51 1.74 1.69
H -2.17 2.10 1.47
O -1.37 -3.30 -0.92
H -1.68 -3.60 -0.04
H -0.58 -3.62 -0.89
O -2.85 0.25 -0.97
H -3.03 0.07 -1.99
H -3.05 1.10 -0.74
O -1.23 -1.56 -2.97
H -2.12 -1.70 -3.38
H -1.22 -2.29 -2.27
O 2.41 -0.22 -2.35
H 2.87 -0.99 -2.44
H 2.79 0.61 -2.00
O 3.41 -1.92 -0.06
H 3.00 -1.83 0.77
H 4.26 -1.39 -0.07
O -1.07 2.37 2.15
H -0.41 3.10 1.96
H -0.73 1.92 3.09
```

Löwdin population analysis, charges in e, atoms 1 to 4:
1 N 0.350
2 H 0.074
3 H 0.030
4 H 0.143

Entry ii
BH28NO10 | ωB97M-V/def2-TZVPD

Computed properties:
E_LUMO, eV: -1.31
HOMO level, Eh: -0.2543
Charge: 0

Structure (XYZ):
```
40
BH28NO10 (ωB97M-V/def2-TZVPD)
N 0.12 -0.42 0.39
H -0.46 -1.11 0.92
H 0.54 0.37 0.92
H -0.49 0.05 -0.34
H 0.85 -0.88 -0.17
B -2.42 -1.05 -3.04
H -2.33 -0.72 -4.17
H -3.23 -0.25 -2.38
H -2.62 -2.24 -2.84
H -1.26 -0.86 -2.86
O 0.85 -0.39 3.38
H 1.41 0.36 3.83
H 0.29 -0.39 4.06
O 3.37 -1.64 -1.13
H 3.48 -2.49 -0.63
H 3.52 -0.81 -0.59
O 1.66 2.62 0.60
H 2.22 2.95 1.25
H 0.99 3.32 0.57
O 0.88 0.87 -2.58
H 1.38 0.07 -2.83
H 1.59 1.56 -2.58
O -2.90 0.22 1.16
H -3.52 0.95 1.45
H -2.17 0.90 1.28
O -0.73 1.89 2.09
H -0.67 1.75 3.03
H -1.09 2.72 2.47
O -2.22 -2.12 0.17
H -2.81 -1.40 0.11
H -1.92 -2.25 -0.80
O -1.92 2.47 -0.95
H -1.99 2.00 -1.84
H -1.06 2.97 -1.21
O 3.45 0.50 0.68
H 3.62 0.05 1.56
H 2.92 1.34 0.77
O 0.97 -3.37 0.23
H 0.99 -3.44 -0.74
H 0.70 -4.09 0.71
```

Löwdin population analysis, charges in e, atoms 1 to 4:
1 N 0.285
2 H 0.107
3 H 0.080
4 H 0.127

Relative energy table, unit hartree: entry i 0.0711; entry ii 0.0000

Entry i
C4H10O2S | ωB97M-V/def2-TZVPD

Computed properties:
E_LUMO, eV: 0.65
HOMO level, Eh: -0.3345
Charge: 0

Structure (XYZ):
```
17
C4H10O2S (ωB97M-V/def2-TZVPD)
O -2.81 1.08 0.66
C -2.33 0.02 0.35
C -1.28 -0.24 -0.70
C 0.00 0.55 -0.52
C 1.03 0.44 -1.64
S 2.73 0.74 -1.06
H -2.45 -0.87 1.01
H -1.01 -1.30 -0.57
H -1.67 -0.19 -1.72
H 0.46 0.31 0.42
H -0.18 1.61 -0.34
H 0.99 -0.57 -2.04
H 0.85 1.16 -2.43
H 2.43 1.99 -0.67
O 0.82 -1.55 2.80
H 0.80 -1.14 3.67
H 1.64 -2.05 2.80
```

Löwdin population analysis, charges in e, atoms 1 to 4:
1 O 0.067
2 C -0.269
3 C -0.167
4 C -0.296

Entry ii
C4H10O2S | ωB97M-V/def2-TZVPD

Computed properties:
E_LUMO, eV: 0.59
HOMO level, Eh: -0.3405
Charge: 0

Structure (XYZ):
```
17
C4H10O2S (ωB97M-V/def2-TZVPD)
O -1.63 -0.37 -1.85
C -1.60 0.83 -1.71
C -0.90 1.53 -0.58
C -1.05 0.64 0.73
C 0.32 -0.04 1.05
S 0.27 -1.84 1.12
H -2.02 1.46 -2.51
H -1.34 2.52 -0.43
H 0.15 1.78 -0.76
H -1.49 1.20 1.55
H -1.71 -0.19 0.47
H 0.56 0.32 2.07
H 1.06 0.28 0.31
H -0.04 -1.84 2.46
O 3.43 0.91 -0.37
H 2.50 1.17 -0.35
H 3.29 0.30 0.37
```

Löwdin population analysis, charges in e, atoms 1 to 4:
1 O 0.055
2 C -0.263
3 C -0.141
4 C -0.218

Relative energy table, unit hartree: entry i 0.0000; entry ii 0.0196

Entry i
CH3I2O2P | ωB97M-V/def2-TZVPD

Computed properties:
E_LUMO, eV: -1.67
HOMO level, Eh: -0.3283
Charge: 0

Structure (XYZ):
```
9
CH3I2O2P (ωB97M-V/def2-TZVPD)
C -1.38 -0.04 0.10
O 0.39 0.34 -1.90
O 1.01 0.84 0.52
P 0.25 0.02 -0.52
I 2.92 1.29 0.44
I 1.85 -2.44 0.49
H -1.97 0.76 -0.30
H -1.97 -0.90 0.06
H -1.09 0.14 1.12
```

Löwdin population analysis, charges in e, atoms 1 to 4:
1 C -0.144
2 O -0.291
3 O -0.980
4 P 0.306

Entry ii
CH3I2O2P | ωB97M-V/def2-TZVPD

Computed properties:
E_LUMO, eV: -1.10
HOMO level, Eh: -0.3564
Charge: 0

Structure (XYZ):
```
9
CH3I2O2P (ωB97M-V/def2-TZVPD)
C 1.37 0.09 0.11
O -0.79 -0.07 -1.84
O -0.97 -1.21 0.52
P -0.37 0.02 -0.44
I -2.93 -1.44 0.34
I -1.35 1.96 0.62
H 1.92 -0.78 -0.18
H 1.69 1.05 -0.34
H 1.43 0.38 1.22
```

Löwdin population analysis, charges in e, atoms 1 to 4:
1 C -0.224
2 O -0.401
3 O -0.979
4 P 0.030

Relative energy table, unit hartree: entry i 0.0482; entry ii 0.0000

Entry i
C11H11NS | ωB97M-V/def2-TZVPD

Computed properties:
E_LUMO, eV: 0.19
HOMO level, Eh: -0.3075
Charge: 0

Structure (XYZ):
```
24
C11H11NS (ωB97M-V/def2-TZVPD)
C 2.56 0.82 0.99
S 1.17 0.46 2.23
C -0.22 0.35 1.17
C -1.47 0.65 1.64
C -2.71 0.33 0.85
C -1.68 1.25 2.87
N -2.07 1.70 3.88
C 0.04 -0.26 -0.17
C -0.06 0.60 -1.27
C 0.31 0.08 -2.50
C 0.75 -1.17 -2.67
C 0.82 -2.02 -1.63
C 0.48 -1.53 -0.35
H 3.24 1.67 1.35
H 1.98 0.98 0.02
H 3.37 0.01 1.10
H -3.56 0.68 1.43
H -2.70 0.69 -0.25
H -2.71 -0.80 0.51
H -0.53 1.51 -1.14
H 0.11 0.71 -3.27
H 1.04 -1.56 -3.58
H 1.22 -3.06 -1.77
H 0.62 -2.09 0.56
```

Löwdin population analysis, charges in e, atoms 1 to 4:
1 C -0.324
2 S 0.908
3 C -0.486
4 C -0.338

Entry ii
C11H11NS | ωB97M-V/def2-TZVPD

Computed properties:
E_LUMO, eV: 0.28
HOMO level, Eh: -0.3060
Charge: 0

Structure (XYZ):
```
24
C11H11NS (ωB97M-V/def2-TZVPD)
C -3.43 0.23 -2.26
C -3.44 0.69 -0.96
C -2.23 -0.18 -2.84
C -2.30 0.69 -0.24
C -1.11 -0.18 -2.06
C -1.05 0.30 -0.74
C 0.59 1.13 0.93
C 2.72 0.47 3.28
C 2.03 -0.22 2.42
C 1.22 -0.64 -0.02
C 1.80 0.27 1.01
N 0.06 0.19 0.07
S -0.24 2.34 1.66
H -4.34 0.43 -2.90
H -4.38 1.11 -0.46
H -2.38 -0.68 -3.75
H -2.10 1.00 0.80
H -0.24 -0.56 -2.65
H 2.69 0.27 4.26
H 3.32 1.35 3.08
H 1.28 -0.87 2.73
H 1.61 -0.74 -1.04
H 1.02 -1.67 0.22
H 2.78 0.73 0.76
```

Löwdin population analysis, charges in e, atoms 1 to 4:
1 C -0.098
2 C -0.101
3 C -0.102
4 C -0.067

Relative energy table, unit hartree: entry i 0.0000; entry ii 0.0245